ORCA calculation (wB97M-V/def2-TZVPD) on 2 unconnected molecules or ions with the total composition C5H7NO in a non-equilibrium geometry.

Gap between HOMO and LUMO in eV: 10.1
2S+1: 1
ΔE to the lowest compared entry with this formula, charge and spin in kcal/mol: 53.5
Structure (SMILES): c1ccncc1.O
HOMO level in eV: -9.546

Structure (XYZ):
```
14
Properties=species:S:1:pos:R:3:mulliken_charge:R:1
C 0.665 0.837 0.152 -0.21
C 0.244 1.275 1.416 -0.38
C -0.663 0.346 2.165 -0.21
C -1.159 -0.661 1.298 -0.44
C -0.794 -0.865 -0.027 0.06
H 1.515 -1.488 -3.364 0.33
H 0.584 -0.664 -2.442 0.43
H 1.748 1.140 -0.249 0.28
H 0.530 2.200 1.988 0.31
H -0.748 0.655 3.240 0.33
H -1.998 -1.377 1.625 0.21
H -1.382 -1.535 -0.620 0.40
N 0.137 -0.163 -0.556 -0.42
O 1.130 -0.423 -3.288 -0.69
```